Below is C41H80AlN3O3 as an isolated structure, with properties calculated with ωB97M-V/def2-TZVPD.

- Multiplicity: 4
- Charge: -1
- Kohn-Sham gap (spin up / spin down): 0.2057 / 0.2134 hartree

Last column: Mulliken spin population.
Element x y z (Å)
C -1.0829 -3.5813 1.9820  0.000
C -1.4698 -3.0588 0.8238  0.000
C -2.2077 -2.8052 -0.5951  0.002
Al -3.3352 -4.4470 -1.2000  -0.023
C -3.8245 -4.1980 -3.1721  0.187
C -2.6241 -3.7604 -4.1234  0.727
C -2.7656 -4.0834 -5.5698  0.839
C -2.4525 -6.2334 -0.7425  0.001
C -1.1469 -6.6017 -1.5978  0.010
C -0.1602 -5.3740 -1.8933  -0.001
C -5.1263 -4.2666 -0.1515  0.007
C -5.0572 -2.9980 0.8507  -0.001
C -5.4583 -5.5618 0.7323  0.001
C -6.6059 -6.5039 0.0686  0.000
C -6.1248 -7.2386 -1.2637  0.001
H -0.5918 -3.9888 2.9231  0.000
H -1.3649 -2.5856 -1.3395  0.000
H -2.8834 -1.8904 -0.5855  -0.003
H -4.5916 -3.3296 -3.2070  0.102
H -4.3585 -5.0904 -3.6500  -0.047
H -1.6589 -3.2575 -3.7634  0.099
H -2.3482 -5.0356 -6.0416  0.053
H -3.3412 -3.3122 -6.1985  0.058
H -3.2404 -7.0630 -0.8981  0.000
H -2.2315 -6.2227 0.3908  0.001
H -1.3962 -7.1826 -2.5608  -0.005
H -0.5403 -7.3490 -0.9576  0.000
H 0.9064 -5.8143 -1.9387  -0.002
H -0.1317 -4.5810 -1.0810  -0.002
H -0.3712 -4.9755 -2.9370  -0.008
H -5.9626 -4.0498 -0.9108  0.004
H -4.1637 -3.1223 1.5546  0.001
H -5.0210 -2.0229 0.2596  0.001
H -5.9920 -2.9995 1.5103  -0.001
H -4.5547 -6.1746 1.0498  0.000
H -5.9391 -5.1728 1.7105  0.001
H -7.4664 -5.7825 -0.1831  0.000
H -6.9233 -7.2213 0.8987  0.000
H -6.9709 -7.9501 -1.5959  0.000
H -5.9642 -6.4809 -2.1145  -0.001
H -5.2121 -7.8988 -1.1086  0.000
C -1.8118 -1.1092 6.1139  0.017
C -3.2627 -0.6318 5.8120  0.036
C -3.7203 -1.1237 4.4188  0.025
C -3.1040 -0.3516 3.2601  -0.037
C -3.3419 1.1446 3.4382  0.034
C -2.8439 1.6672 4.8006  0.010
N -3.3461 0.8535 5.9532  0.299
O -4.6518 1.1726 6.1339  0.611
C -1.2963 1.6947 4.7798  0.032
C -3.2264 3.1628 4.9313  -0.012
C -4.1162 -1.3932 6.8596  -0.007
H -1.7425 -1.6131 7.0825  0.000
H -1.4468 -1.8070 5.3564  0.000
H -1.0904 -0.2988 6.1940  -0.011
H -4.8108 -1.0457 4.3361  0.006
H -3.4891 -2.1879 4.3016  0.003
H -2.0359 -0.5698 3.1828  0.001
H -3.5504 -0.6876 2.3195  0.007
H -2.8438 1.6827 2.6237  -0.002
H -4.4131 1.3495 3.3255  0.004
H -0.8945 1.9463 5.7660  -0.015
H -0.9256 2.4511 4.0819  0.004
H -0.8524 0.7545 4.4510  0.001
H -4.3004 3.3342 4.8285  0.000
H -2.7440 3.7574 4.1502  0.001
H -2.9040 3.5658 5.8965  0.000
H -3.8716 -1.0736 7.8780  -0.002
H -3.9256 -2.4688 6.7965  0.001
H -5.1906 -1.2598 6.7110  -0.001
C 0.5061 1.2496 -1.4266  -0.026
C 0.6325 2.0941 -0.1245  -0.016
C -0.7385 2.6807 0.2827  -0.031
C -1.1823 3.8595 -0.5733  0.021
C -0.0987 4.9326 -0.6003  -0.023
C 1.2677 4.3805 -1.0542  -0.038
N 1.6765 3.1495 -0.3038  -0.249
O 2.0731 3.5438 0.9318  -0.621
C 1.2021 4.0994 -2.5749  -0.012
C 2.3242 5.5084 -0.9430  0.008
C 1.0071 1.0374 0.9484  0.005
H 0.9409 0.2531 -1.3088  -0.002
H -0.5360 1.1165 -1.7268  0.000
H 1.0453 1.6666 -2.2746  0.010
H -0.7051 3.0133 1.3273  0.001
H -1.5078 1.9019 0.2432  -0.003
H -1.4251 3.5241 -1.5849  -0.001
H -2.1031 4.2847 -0.1618  -0.002
H -0.4159 5.7439 -1.2648  -0.002
H -0.0140 5.3752 0.3991  -0.003
H 2.1096 3.5956 -2.9203  0.006
H 1.1178 5.0310 -3.1418  0.000
H 0.3379 3.5019 -2.8671  -0.002
H 2.3978 5.9196 0.0666  0.000
H 2.0695 6.3462 -1.5984  -0.001
H 3.3137 5.1478 -1.2415  -0.009
H 1.9889 0.5980 0.7448  0.004
H 0.2772 0.2218 0.9549  0.000
H 1.0226 1.4447 1.9628  -0.004
C 7.1336 2.2904 -0.8062  0.011
C 6.2986 2.5820 -2.0875  0.060
C 6.7122 1.6346 -3.2364  0.020
C 8.0426 1.9976 -3.8839  -0.016
C 8.0333 3.4552 -4.3336  0.013
C 7.6730 4.4236 -3.1884  0.033
N 6.4271 4.0243 -2.4591  0.299
O 5.3760 4.3338 -3.2582  0.622
C 8.8756 4.5027 -2.2172  0.016
C 7.5779 5.8600 -3.7609  -0.007
C 4.8583 2.1848 -1.6737  -0.057
H 6.4959 2.1446 0.0701  0.000
H 7.7478 1.3931 -0.9153  0.000
H 7.7891 3.1077 -0.5135  -0.011
H 5.9423 1.6395 -4.0167  0.002
H 6.7609 0.6024 -2.8735  0.002
H 8.8667 1.8083 -3.1909  0.001
H 8.2162 1.3522 -4.7506  0.002
H 9.0167 3.7085 -4.7449  0.001
H 7.3218 3.5662 -5.1600  0.003
H 8.6230 5.0853 -1.3266  -0.009
H 9.7295 4.9958 -2.6908  0.000
H 9.2422 3.5251 -1.9027  0.001
H 6.8505 5.9439 -4.5714  -0.001
H 8.5387 6.1780 -4.1759  0.000
H 7.3058 6.5750 -2.9784  0.000
H 4.4794 2.8371 -0.8806  0.005
H 4.8384 1.1589 -1.2935  0.000
H 4.1512 2.2184 -2.5066  0.000

Below is C32H42N6OPPdS2 as an isolated structure, with properties calculated with ωB97M-V/def2-TZVPD.

- Energy relative to the best compared isomer or geometry (same formula, charge and spin): 0.000 eV
- Charge: -1
- Kohn-Sham gap: 0.2299 hartree

Last column: Mulliken charge in e.
Element x y z (Å)
Pd 1.2858 -0.6195 0.9944  -0.285
S -0.9367 -0.1112 4.6375  -0.216
C -2.4981 -0.6736 4.1457  0.939
C -3.3941 -1.5171 4.7989  -0.510
C -4.6076 -1.7815 4.1916  -0.509
C -4.9253 -1.2188 2.9493  -0.612
C -4.0361 -0.3887 2.2972  -0.273
C -2.8071 -0.1113 2.8984  -0.515
N -1.8282 0.7112 2.3610  -0.478
C -0.8105 0.8100 3.1478  0.621
C 0.4014 1.6349 2.9231  0.582
C 0.5474 2.7543 3.7468  -0.444
C 1.6382 3.5914 3.5890  -0.538
C 2.5774 3.2833 2.6129  -0.662
C 2.4222 2.1519 1.8230  0.485
C 1.3349 1.2617 1.9371  -1.391
H -3.1492 -1.9500 5.7603  0.390
H -5.3202 -2.4311 4.6842  0.364
H -5.8806 -1.4425 2.4919  0.391
H -4.2633 0.0384 1.3299  0.386
H -0.2077 2.9735 4.4949  0.438
H 1.7503 4.4714 4.2107  0.358
H 3.4380 3.9282 2.4698  0.381
H 3.1883 1.9519 1.0805  0.349
C -1.7281 1.8313 -5.9089  -0.980
C -3.1060 1.6289 -5.2739  -0.487
C -2.9979 1.2980 -3.8218  0.596
N -3.3428 2.0959 -2.8770  -0.760
N -3.0404 1.6335 -1.6208  -0.418
C -2.4631 0.4683 -1.6453  0.386
N -2.0789 -0.2117 -0.5352  0.144
S -2.2595 -0.1727 -3.2502  -0.146
H -1.8253 2.1786 -6.9390  0.378
H -1.1610 0.8988 -5.9160  0.295
H -1.1477 2.5512 -5.3327  0.239
H -3.6571 0.8451 -5.8011  0.246
H -3.6952 2.5446 -5.3348  0.293
H -1.9281 0.3495 0.3010  0.286
H -1.3757 -0.9293 -0.6380  -0.089
N 1.7496 1.6323 -1.6069  -0.305
C 0.5283 2.2006 -1.9157  0.454
N -0.1601 2.6841 -0.8389  -0.382
O 0.1331 2.3110 -3.0715  -0.620
H 1.7842 1.1426 -0.7112  -0.247
H 2.1175 1.1002 -2.3795  0.280
H 0.1032 2.3498 0.0796  0.234
H -1.1467 2.8251 -1.0001  0.332
C 1.8872 -3.6778 2.6243  -1.684
C 2.2527 -3.9421 1.1576  2.231
C 1.9671 -5.4139 0.8548  -1.769
C 3.7454 -3.6498 0.9869  -1.811
P 1.2660 -2.6786 0.1542  0.138
C -0.4148 -3.4395 0.2643  1.012
C -0.9404 -4.4583 -0.5328  0.152
C -2.2136 -4.9603 -0.3057  -0.805
C -2.9819 -4.4706 0.7423  -0.927
C -2.4752 -3.4654 1.5508  -0.308
C -1.2115 -2.9480 1.3008  -0.854
C 1.7891 -2.7896 -1.6600  2.357
C 3.0256 -1.8883 -1.8117  -1.564
C 2.1346 -4.1444 -2.2812  -1.918
C 0.6553 -2.1203 -2.4480  -1.216
H 2.4764 -4.3435 3.2644  0.554
H 0.8311 -3.8742 2.8176  0.294
H 2.0934 -2.6408 2.8968  0.218
H 2.5952 -6.0387 1.4991  0.560
H 2.1821 -5.6850 -0.1774  0.242
H 0.9267 -5.6666 1.0631  0.281
H 4.3110 -4.2086 1.7394  0.551
H 3.9501 -2.5855 1.1245  0.223
H 4.1146 -3.9536 0.0058  0.288
H -0.3607 -4.8694 -1.3464  -0.032
H -2.6056 -5.7386 -0.9496  0.440
H -3.9753 -4.8643 0.9203  0.381
H -3.0664 -3.0659 2.3651  0.240
H -0.8226 -2.1294 1.9013  0.430
H 3.9182 -2.3325 -1.3709  0.332
H 2.8579 -0.9262 -1.3256  -0.096
H 3.2206 -1.7273 -2.8775  0.546
H 3.0034 -4.5974 -1.8027  0.320
H 2.3902 -3.9877 -3.3347  0.514
H 1.3189 -4.8648 -2.2523  0.232
H 0.4675 -1.1160 -2.0557  -0.457
H -0.2760 -2.6880 -2.4142  0.343
H 0.9474 -2.0153 -3.4976  0.579

Below is one molecule with the formula C3H5N3, with properties calculated with ωB97M-V/def2-TZVPD.

- Energy relative to the best compared isomer or geometry (same formula, charge and spin): 3.079 eV
- Charge: 0
- Kohn-Sham gap: 0.2650 hartree

Last column: natural (NBO) charge in e.
Element x y z (Å)
C 1.7242 0.6182 0.3177  -0.699
C 0.4792 0.1386 0.0675  0.124
C -0.3061 -0.9904 0.4827  -0.181
N -1.5205 -0.8270 -0.0757  -0.243
N -1.6724 0.2183 -0.8281  -0.090
N -0.4539 0.7862 -0.7537  -0.382
H -0.2415 1.5525 -1.3692  0.413
H 2.5016 0.0182 0.7677  0.210
H 1.9315 1.6646 0.1263  0.198
H -0.1068 -1.7714 1.1975  0.227
H -2.3354 -1.4078 0.0672  0.422

Below is C2CsF6NO4S2 as an isolated structure, with properties calculated with ωB97M-V/def2-TZVPD.

- Energy relative to the best compared isomer or geometry (same formula, charge and spin): 1.014 eV
- Charge: 0
- Kohn-Sham gap: 0.3126 hartree

Last column: Mulliken charge in e.
Element x y z (Å)
Cs -1.1178 2.8301 0.6283  1.038
C -2.3408 -0.7818 1.1874  0.593
F -2.0574 -0.1322 2.3066  -0.220
F -3.0302 -1.8477 1.4725  -0.196
F -2.9947 0.0022 0.3374  -0.221
S -0.7511 -1.3318 0.3417  0.903
O -0.0230 -2.0908 1.3059  -0.583
O -1.1865 -1.9941 -0.8509  -0.568
N 0.0043 0.1937 0.0680  -0.302
S 1.4520 -0.1941 -0.3710  0.894
O 2.4200 -0.2744 0.7080  -0.627
O 1.5850 -1.2083 -1.3847  -0.607
C 1.9090 1.4055 -1.2803  0.565
F 2.9976 1.2146 -2.0073  -0.220
F 0.9109 1.8186 -2.0679  -0.213
F 2.2227 2.3905 -0.3936  -0.237

Number 1: largest force on an atom 6.54 eV/A. Number 2: largest force on an atom 0.10 eV/A. Number 3: largest force on an atom 0.32 eV/A. Number 4: largest force on an atom 3.83 eV/A.